92
Properties=species:S:1:pos:R:3:forces:R:3 method="wB97M-V/def2-TZVPD" s2=6.017 charge=+1 homo_lumo_gap_ha="0.3019 / 0.2432" fmax_ev_per_a=0.6 lumo_energy_ev="-2.720 / -4.887" relative_energy_ev=0.2280 homo_energy_ev="-10.9360 / -11.5039" multiplicity=5
Os -0.241 -0.290 1.162 -0.3 0.1 -0.2
C 0.516 1.628 4.586 0.0 0.1 0.1
C -0.269 2.166 3.453 -0.1 0.0 0.0
N -0.585 1.535 2.323 0.1 0.0 0.2
C -1.329 2.428 1.576 0.1 0.1 0.0
C -1.460 3.596 2.249 0.0 0.1 0.1
N -0.786 3.404 3.427 0.0 0.0 0.0
C -2.098 4.920 1.992 -0.1 0.0 -0.1
O -2.748 5.063 0.856 0.1 0.0 0.1
O -1.984 5.777 2.828 0.0 0.0 0.0
C -1.737 2.039 0.221 0.1 -0.3 -0.1
O -2.398 2.753 -0.504 0.0 0.1 0.0
O -1.288 0.854 -0.106 -0.2 0.1 -0.1
H 1.168 0.844 4.223 0.1 0.0 0.0
H -0.143 1.215 5.351 0.0 0.0 0.0
H 1.122 2.410 5.040 0.0 0.0 0.0
H -0.725 4.124 4.136 0.0 0.0 0.0
H -2.700 4.249 0.291 0.0 0.0 0.0
S -0.477 -2.220 -0.150 0.3 0.3 0.4
C 0.559 -2.762 1.122 -0.1 -0.2 0.0
N 0.573 -1.946 2.168 0.2 0.0 0.3
C 1.479 -2.381 3.148 -0.2 0.1 -0.2
C 1.663 -1.840 4.412 0.1 0.0 0.0
C 2.596 -2.422 5.250 0.0 0.0 0.0
C 3.330 -3.539 4.843 0.0 0.0 0.0
C 3.118 -4.112 3.603 0.0 0.0 0.0
C 2.178 -3.525 2.765 0.1 -0.1 0.0
S 1.658 -4.067 1.185 0.0 0.0 0.0
H 1.054 -1.013 4.740 0.0 0.0 0.0
H 2.748 -2.020 6.242 0.0 0.0 0.0
H 4.054 -3.978 5.515 0.0 0.0 0.0
H 3.665 -4.993 3.297 0.0 0.0 0.0
F 0.869 -2.802 -3.753 0.0 0.0 0.0
C 0.870 -2.804 -5.096 0.0 0.0 0.0
C 0.306 -1.760 -5.804 0.0 -0.1 0.0
C 0.356 -1.836 -7.185 0.0 -0.1 0.0
F -0.188 -0.855 -7.916 0.0 0.0 0.1
C 0.936 -2.899 -7.851 0.0 0.0 0.0
F 0.963 -2.947 -9.176 0.0 0.0 0.0
C 1.492 -3.929 -7.108 0.0 0.0 0.0
F 2.055 -4.957 -7.723 0.0 0.0 0.0
C 1.463 -3.884 -5.724 0.0 0.0 0.0
F 2.004 -4.873 -5.017 0.0 0.0 0.0
Ge -0.498 -0.182 -5.015 0.1 0.1 0.0
S -0.219 -0.220 -2.823 -0.1 -0.1 0.0
C 0.494 1.347 -5.710 0.1 0.1 0.0
C -0.028 2.357 -6.501 0.0 0.0 -0.1
F -1.294 2.304 -6.924 0.0 0.0 0.0
C 0.722 3.452 -6.895 0.0 0.0 0.0
F 0.188 4.406 -7.647 0.0 0.0 0.0
C 2.044 3.548 -6.498 0.0 0.0 0.0
F 2.774 4.591 -6.865 0.0 0.0 0.0
C 2.606 2.549 -5.720 0.0 0.0 0.0
F 3.879 2.638 -5.338 0.0 0.0 0.0
C 1.826 1.472 -5.350 0.1 0.1 0.0
F 2.415 0.515 -4.608 0.0 0.0 0.0
C -2.394 -0.032 -5.356 -0.1 0.0 0.0
C -3.160 -0.973 -6.019 -0.1 0.0 -0.1
F -2.605 -2.086 -6.513 0.1 0.0 0.0
C -4.522 -0.808 -6.203 0.0 0.0 0.0
F -5.238 -1.723 -6.847 0.0 0.0 0.0
C -5.142 0.325 -5.702 -0.1 0.0 0.0
F -6.445 0.491 -5.866 0.0 0.0 0.0
C -4.405 1.283 -5.022 0.0 0.0 0.0
F -5.004 2.365 -4.540 0.0 0.0 0.0
C -3.049 1.082 -4.859 -0.1 0.0 0.0
F -2.348 2.010 -4.190 0.1 0.0 0.0
C 3.558 2.404 2.848 0.0 0.0 0.0
C 3.785 0.912 2.931 0.0 0.0 -0.1
O 3.501 0.203 1.703 0.0 0.0 0.1
P 2.260 0.370 0.732 0.0 -0.1 -0.6
O 2.606 1.762 0.042 0.0 0.1 0.0
C 1.684 2.362 -0.914 0.0 0.0 0.0
C 2.480 3.226 -1.858 0.0 0.0 0.0
O 2.531 -0.769 -0.332 0.1 0.0 0.1
C 3.808 -0.962 -1.010 0.0 0.0 0.0
C 3.553 -1.851 -2.198 0.0 0.0 0.0
H 3.807 2.851 3.811 0.0 0.0 0.0
H 2.519 2.648 2.614 0.0 0.0 0.0
H 4.183 2.857 2.081 0.0 0.0 0.0
H 3.194 0.449 3.721 0.0 0.0 0.0
H 4.830 0.686 3.128 0.0 0.0 0.0
H 0.954 2.948 -0.352 0.0 0.0 0.0
H 1.161 1.575 -1.455 0.0 0.0 0.0
H 3.049 3.979 -1.315 0.0 0.0 0.0
H 1.798 3.735 -2.540 0.0 0.0 0.0
H 3.171 2.623 -2.448 0.0 0.0 0.0
H 4.501 -1.406 -0.296 0.0 0.0 0.0
H 4.192 0.014 -1.311 0.0 0.0 0.0
H 3.168 -2.822 -1.884 0.0 0.0 0.0
H 4.483 -2.009 -2.744 0.0 0.0 0.0
H 2.829 -1.392 -2.872 0.0 0.0 0.0